(1)
# C18H34MnO15P2

A molecular structure, C18H34MnO15P2 at a distorted geometry (the ωB97M-V functional and the def2-TZVPD basis, OMol25).

Structure (XYZ):
```
70
C18H34MnO15P2 (the ωB97M-V functional and the def2-TZVPD basis)
Mn 9.941 -9.104 -17.179
C 12.928 -10.015 -19.950
C 11.869 -9.961 -19.098
C 11.380 -11.240 -18.393
O 10.419 -11.076 -17.529
C 12.090 -12.396 -18.536
C 13.172 -12.517 -19.488
C 13.606 -11.251 -20.237
O 14.514 -11.325 -21.039
O 13.716 -13.574 -19.717
O 11.249 -8.876 -18.782
H 13.278 -9.127 -20.459
H 11.697 -13.302 -18.090
C 8.866 -3.805 -16.364
O 7.989 -4.776 -16.943
P 8.516 -6.018 -17.741
O 9.252 -7.033 -16.988
O 9.355 -5.333 -18.886
C 9.886 -6.152 -19.947
O 7.221 -6.598 -18.395
C 6.227 -5.758 -19.010
H 8.387 -3.422 -15.468
H 9.008 -2.981 -17.064
H 9.841 -4.225 -16.121
H 10.976 -6.079 -19.935
H 9.551 -5.743 -20.896
H 9.666 -7.208 -19.795
H 6.480 -4.707 -18.918
H 5.281 -5.974 -18.518
H 6.130 -6.055 -20.052
C 7.669 -12.378 -18.876
O 7.005 -11.208 -19.413
P 7.828 -9.950 -19.821
O 8.490 -9.249 -18.733
O 8.814 -10.547 -20.894
C 9.555 -9.688 -21.770
O 6.814 -9.032 -20.600
C 5.922 -9.572 -21.575
H 7.858 -12.230 -17.816
H 8.622 -12.533 -19.380
H 7.012 -13.218 -19.071
H 10.615 -9.901 -21.639
H 9.308 -8.637 -21.643
H 9.327 -9.974 -22.801
H 4.902 -9.311 -21.298
H 5.997 -10.654 -21.668
H 6.116 -9.141 -22.557
C 12.262 -6.554 -16.703
O 11.926 -7.881 -16.371
C 12.395 -8.262 -15.108
C 11.808 -9.607 -14.761
O 10.438 -9.570 -15.114
C 9.685 -10.695 -14.681
C 8.230 -10.268 -14.687
O 8.028 -9.474 -15.838
C 6.682 -9.050 -15.989
H 11.926 -6.380 -17.720
H 13.345 -6.417 -16.627
H 11.760 -5.843 -16.036
H 12.124 -7.516 -14.341
H 13.494 -8.256 -15.090
H 11.937 -9.829 -13.698
H 12.318 -10.397 -15.327
H 10.003 -10.985 -13.672
H 9.913 -11.558 -15.310
H 7.968 -9.713 -13.782
H 7.611 -11.171 -14.763
H 6.534 -8.818 -17.041
H 6.508 -8.152 -15.390
H 5.995 -9.849 -15.699
```

Results
2S+1: 6
⟨S²⟩: 8.752
Charge: 0
LUMO level (alpha / beta) (eV): 0.12 / 0.12
Highest occupied orbital energy (alpha / beta) (eV): -6.47 / -6.48

Atom charges from the Löwdin analysis, given in e for atoms 1 to 6: number 1, Mn, carries 0.884; number 2, C, carries 0.002; number 3, C, carries -0.355; number 4, C, carries -0.330; number 5, O, carries -0.160; number 6, C, carries 0.016

(2)
# C3H12O4

4 unconnected molecules or ions with the total composition C3H12O4 at a distorted geometry (the ωB97M-V functional and the def2-TZVPD basis, OMol25).

Structure (XYZ):
```
19
C3H12O4 (the ωB97M-V functional and the def2-TZVPD basis)
C -0.058 2.486 -0.992
C 0.445 1.511 -1.738
C 0.894 0.156 -1.185
O 1.439 0.344 0.126
H -0.579 3.384 -1.291
H -0.012 2.393 0.085
H 0.583 1.616 -2.800
H 0.057 -0.544 -1.209
H 1.671 -0.243 -1.836
H 1.469 -0.532 0.541
O -0.927 0.292 1.487
H -0.904 0.310 2.435
H -0.048 0.586 1.117
O -1.964 -1.861 0.170
H -2.729 -1.329 -0.116
H -1.526 -1.071 0.579
O 0.941 -2.169 1.642
H 1.032 -3.060 1.971
H 0.215 -2.266 1.015
```

Results
Structure (SMILES): C=CCO.O.O.O
Charge: 0
Relative energy (zero: lowest compared OMol25 entry of this formula, charge and spin) (eV): 1.016
LUMO level (eV): 0.59
Highest occupied orbital energy (eV): -9.76

Atom charges from the Löwdin analysis, given in e for atoms 1 to 6: number 1, C, carries 0.015; number 2, C, carries -0.135; number 3, C, carries -0.234; number 4, O, carries -0.096; number 5, H, carries 0.057; number 6, H, carries 0.046

(3)
# C3H3N3OS

A molecular structure, C3H3N3OS at a distorted geometry (the ωB97M-V functional and the def2-TZVPD basis, OMol25).

Structure (XYZ):
```
11
C3H3N3OS (the ωB97M-V functional and the def2-TZVPD basis)
C -0.346 -1.250 -0.354
C -0.191 0.253 -0.284
C -1.049 1.312 -0.672
H 2.143 -2.330 1.037
H -1.196 -1.486 -0.968
H -1.952 1.260 -1.235
N 0.391 -2.124 0.186
N -0.716 2.428 0.007
N 0.362 2.462 0.714
O 1.580 -1.533 0.822
S 0.972 1.008 0.748
```

Results
Charge: 0
Relative energy (zero: lowest compared OMol25 entry of this formula, charge and spin) (eV): 4.242
LUMO level (eV): -0.30
Highest occupied orbital energy (eV): -9.65

Atom charges from the Löwdin analysis, given in e for atoms 1 to 6: number 1, C, carries -0.170; number 2, C, carries -0.408; number 3, C, carries -0.164; number 4, H, carries 0.121; number 5, H, carries 0.114; number 6, H, carries 0.102

(4)
# H3NO2S

2 unconnected molecules or ions with the total composition H3NO2S at a distorted geometry (the ωB97M-V functional and the def2-TZVPD basis, OMol25).

Structure (XYZ):
```
7
H3NO2S (the ωB97M-V functional and the def2-TZVPD basis)
N -0.718 -0.403 -0.468
O -1.121 -0.381 2.158
O 0.544 -2.032 1.326
S -0.168 -0.781 1.218
H -0.607 0.560 -0.741
H -0.580 -1.020 -1.252
H 1.130 0.674 1.201
```

Results
Charge: 0
Relative energy (zero: lowest compared OMol25 entry of this formula, charge and spin) (eV): 3.030
LUMO level (eV): -0.67
Highest occupied orbital energy (eV): -10.41

Atom charges from the Löwdin analysis, given in e for atoms 1 to 6: number 1, N, carries -0.124; number 2, O, carries -0.341; number 3, O, carries -0.358; number 4, S, carries 0.617; number 5, H, carries 0.031; number 6, H, carries 0.042

(5)
# C3H6OS2

A gas-phase ion, C3H6OS2 (charge -1) at a distorted geometry (the ωB97M-V functional and the def2-TZVPD basis, OMol25).

Structure (XYZ):
```
12
C3H6OS2 (the ωB97M-V functional and the def2-TZVPD basis)
C 0.583 -1.042 -0.369
C 1.090 -2.478 -0.248
O 1.097 -3.246 -1.180
C -0.884 -0.753 -0.117
S -1.060 1.124 -0.139
S -0.048 2.373 1.048
H 1.209 -0.496 0.358
H 0.889 -0.685 -1.354
H 1.539 -2.745 0.739
H -1.491 -1.026 -0.988
H -1.306 -1.249 0.756
H 1.081 2.824 0.440
```

Results
2S+1: 2
⟨S²⟩: 0.753
Charge: -1
Relative energy (zero: lowest compared OMol25 entry of this formula, charge and spin) (eV): 0.798
LUMO level (alpha / beta) (eV): 3.49 / 3.44
Highest occupied orbital energy (alpha / beta) (eV): 0.17 / -4.50

Atom charges from the Löwdin analysis, given in e for atoms 1 to 6: number 1, C, carries -0.303; number 2, C, carries -0.286; number 3, O, carries 0.015; number 4, C, carries -0.561; number 5, S, carries 0.126; number 6, S, carries -0.116

(6)
# C3H23NO9

9 unconnected molecules or ions with the total composition C3H23NO9 at a distorted geometry (the ωB97M-V functional and the def2-TZVPD basis, OMol25).

Structure (XYZ):
```
36
C3H23NO9 (the ωB97M-V functional and the def2-TZVPD basis)
C -0.179 -0.576 1.008
N -0.797 -0.812 -0.204
C -0.619 0.010 -1.456
C -0.314 -1.038 -2.596
O -0.506 -1.228 1.994
H 0.553 0.185 1.064
H -1.243 -1.656 -0.288
H 0.221 0.804 -1.566
H -1.600 0.503 -1.604
H 0.745 -1.295 -2.685
H -0.855 -0.644 -3.485
H -0.821 -2.038 -2.469
H 1.940 0.026 2.556
H 1.527 -1.482 2.827
O 2.234 -0.886 2.528
H -1.735 3.779 -0.808
H -2.061 2.273 -0.816
O -1.449 2.912 -1.178
H -1.356 -4.270 0.065
H -2.704 -3.846 -0.387
O -1.843 -3.558 -0.439
H -4.223 1.206 -0.751
H -3.239 0.424 0.192
O -3.413 1.216 -0.340
H 1.217 3.503 0.136
H 0.105 2.684 -0.327
O 0.812 2.698 0.260
H 3.233 -2.520 0.426
H 2.055 -1.604 0.523
O 2.347 -2.378 0.024
H 0.313 1.351 2.770
H 1.469 2.284 1.985
O 1.219 1.615 2.732
H 3.429 0.299 0.501
H 2.372 1.189 0.022
O 3.168 0.870 -0.214
```

Results
2S+1: 2
⟨S²⟩: 0.779
Charge: +1
LUMO level (alpha / beta) (eV): -3.83 / -8.77
Highest occupied orbital energy (alpha / beta) (eV): -13.98 / -13.98

Atom charges from the Löwdin analysis, given in e for atoms 1 to 6: number 1, C, carries -0.215; number 2, N, carries 0.256; number 3, C, carries -0.119; number 4, C, carries -0.025; number 5, O, carries 0.178; number 6, H, carries 0.092